Entry 1:
{
  "formula": "C23H15ClIrN2O5STe",
  "method": "ωB97M-V/def2-TZVPD",
  "multiplicity": 2,
  "e_above_lowest_kj_mol": 39.5,
  "orbital_gap_ev": [6.49, 6.09],
  "total_charge": 0,
  "lumo_energy_ha": [-0.04656, -0.06091],
  "homo_energy_ha": [-0.2851, -0.2848],
  "energy_ha": -2601.869143,
  "elements": ["Ir", "Cl", "C", "C", "C", "C", "O", "C", "C", "N", "C", "C", "C", "C", "C", "C", "C", "C", "N", "C", "C", "H", "H", "H", "H", "H", "H", "H", "H", "H", "H", "O", "O", "Te", "O", "C", "O", "C", "C", "C", "C", "S", "C", "C", "H", "H", "H", "H", "H"],
  "positions_angstrom": [[-1.214, -0.968, 0.189], [0.810, -7.721, -1.561], [0.028, -6.196, -1.266], [-1.309, -6.018, -1.646], [-1.930, -4.821, -1.421], [-1.269, -3.729, -0.805], [-1.976, -2.646, -0.640], [0.091, -3.923, -0.418], [0.936, -2.962, 0.230], [0.603, -1.764, 0.563], [1.504, -0.833, 1.144], [2.830, -1.036, 1.422], [3.601, -0.008, 2.003], [3.053, 1.205, 2.308], [1.687, 1.449, 2.037], [1.030, 2.671, 2.328], [-0.297, 2.810, 2.051], [-0.991, 1.740, 1.455], [-0.397, 0.609, 1.154], [0.928, 0.429, 1.448], [0.705, -5.174, -0.670], [-1.839, -6.832, -2.122], [-2.957, -4.662, -1.720], [1.943, -3.305, 0.453], [3.309, -1.978, 1.198], [4.646, -0.196, 2.209], [3.650, 1.987, 2.759], [1.594, 3.481, 2.774], [-0.829, 3.728, 2.261], [-2.042, 1.800, 1.201], [1.738, -5.318, -0.379], [-3.106, -0.286, 0.311], [-2.941, -1.071, 1.533], [-3.973, -2.772, 1.481], [0.106, 6.497, -1.492], [-0.851, 5.664, -1.019], [-1.802, 6.111, -0.442], [-0.671, 4.211, -1.311], [0.587, 3.620, -1.392], [0.704, 2.250, -1.568], [-0.433, 1.453, -1.686], [-0.271, -0.307, -1.810], [-1.692, 2.058, -1.657], [-1.810, 3.420, -1.447], [0.710, 6.010, -2.064], [1.485, 4.213, -1.254], [1.679, 1.780, -1.580], [-2.576, 1.442, -1.761], [-2.783, 3.889, -1.380]],
  "lowdin_spin": [0.0071, 0.0000, 0.0000, 0.0000, 0.0058, 0.0160, 0.0622, 0.0008, 0.0029, 0.0015, 0.0002, -0.0002, 0.0000, -0.0001, 0.0000, 0.0002, 0.0001, 0.0002, 0.0006, 0.0003, 0.0001, 0.0000, 0.0026, 0.0002, 0.0000, 0.0000, 0.0000, 0.0000, 0.0000, 0.0000, 0.0000, 0.0013, 0.0952, 0.7970, 0.0000, 0.0000, 0.0001, 0.0003, -0.0001, 0.0003, 0.0004, 0.0049, 0.0002, -0.0001, 0.0000, 0.0000, 0.0000, 0.0000, 0.0000]
}



Entry 2:
{
  "formula": "C6H8",
  "method": "ωB97M-V/def2-TZVPD",
  "multiplicity": 2,
  "e_above_lowest_kj_mol": 116.9,
  "orbital_gap_ev": [10.49, 6.41],
  "total_charge": 1,
  "lumo_energy_ha": [-0.15824, -0.31102],
  "homo_energy_ha": [-0.5439, -0.5467],
  "energy_ha": -233.001110,
  "elements": ["C", "C", "C", "C", "C", "C", "H", "H", "H", "H", "H", "H", "H", "H"],
  "positions_angstrom": [[0.576, -1.018, -0.416], [1.336, -0.672, -1.457], [0.476, -0.103, 1.914], [0.133, -0.038, 0.618], [-0.606, 1.025, -0.107], [-1.892, 0.820, -0.473], [0.245, -2.032, -0.218], [1.947, -1.303, -2.094], [1.485, 0.360, -1.771], [0.159, 0.542, 2.719], [1.165, -0.904, 2.157], [-0.001, 1.885, -0.373], [-2.463, 1.644, -0.878], [-2.314, -0.169, -0.389]],
  "lowdin_spin": [0.1298, 0.2534, 0.1858, 0.0802, 0.0968, 0.1982, 0.0020, 0.0134, 0.0077, 0.0080, 0.0079, -0.0001, 0.0121, 0.0049]
}



Entry 3:
{
  "formula": "C8H10N2",
  "method": "ωB97M-V/def2-TZVPD",
  "smiles": "C[C@]12C[C@@]1(n1ccnc1)C2",
  "e_above_lowest_kj_mol": 367.3,
  "orbital_gap_ev": 9.29,
  "total_charge": 0,
  "lumo_energy_ha": 0.02878,
  "homo_energy_ha": -0.3125,
  "energy_ha": -420.189749,
  "elements": ["C", "C", "C", "C", "N", "C", "C", "N", "C", "C", "H", "H", "H", "H", "H", "H", "H", "H", "H", "H"],
  "positions_angstrom": [[-2.170, -0.965, 0.854], [-1.520, 0.076, -0.068], [-1.295, 0.324, -1.486], [-0.135, 0.485, -0.202], [1.177, 0.115, -0.197], [1.657, -1.140, -0.318], [2.995, -0.979, 0.076], [3.292, 0.295, 0.255], [2.163, 0.977, 0.039], [-1.131, 1.449, 0.511], [-1.798, -2.070, 0.689], [-3.107, -1.104, 0.555], [-1.957, -0.731, 1.846], [-1.110, -0.441, -2.126], [-1.619, 1.248, -1.820], [1.058, -2.011, -0.671], [3.818, -1.643, 0.219], [2.176, 2.056, 0.116], [-1.570, 2.395, 0.111], [-0.925, 1.666, 1.618]],
  "mulliken_charge": [-1.4923, 0.7206, -0.8094, 0.4024, 0.0874, -0.1496, -0.4883, -0.6596, -0.1222, -0.6865, 0.2371, 0.4737, 0.3727, 0.3532, 0.2186, 0.3290, 0.4207, 0.3807, 0.1957, 0.2158]
}